ORCA calculation (ωB97M-V/def2-TZVPD) on the molecule C5H7F at a distorted geometry.

Geometry as ORCA input:
```
! wB97M-V def2-TZVPD RIJCOSX def2/J DEFGRID3
* xyz 0 1
C 0.663 -0.376 2.276
C 0.045 -0.534 1.113
C 0.841 -0.207 -0.123
C 0.265 0.312 -1.214
C -1.182 0.443 -1.584
F 1.074 0.837 -2.190
H 1.762 -0.208 2.456
H 0.228 -0.615 3.276
H -0.977 -0.852 1.071
H 1.940 -0.095 0.031
H -1.394 -0.033 -2.571
H -1.766 -0.148 -0.928
H -1.499 1.476 -1.613
*
```

The value obtained for the energy above the lowest of the compared OMol25 structures with the same formula, charge and spin is 0.715 eV. As for the calculated total energy: -294.5273 Eh. The value obtained for the frontier orbital gap is 9.86 eV.

ORCA calculation (ωB97M-V/def2-TZVPD) on a cluster of 2 separate species, C5H7F2N2OS in total at a distorted geometry.

Geometry as ORCA input:
```
! wB97M-V def2-TZVPD RIJCOSX def2/J DEFGRID3
* xyz 1 1
C -1.395 1.438 0.426
C -0.146 1.242 -0.082
C -0.988 -0.751 0.133
C -1.088 -2.232 0.122
C 0.890 2.167 -0.351
N 0.134 -0.090 -0.131
N -1.992 0.188 0.350
O 3.078 -0.848 -1.287
F 2.180 1.627 0.085
F 2.359 -1.916 0.695
S 2.839 -0.549 0.057
H -1.877 2.403 0.409
H -0.102 -2.682 -0.128
H -1.097 -2.611 1.096
H -1.790 -2.628 -0.607
H 0.888 3.186 0.007
H 1.001 2.100 -1.384
H -2.894 -0.044 0.592
*
```

The value obtained for the energy above the lowest of the compared OMol25 structures with the same formula, charge and spin is 1.869 eV. As for the calculated total energy: -977.0538 Eh. The value obtained for the frontier orbital gap is 5.96 eV.

ORCA calculation (ωB97M-V/def2-TZVPD) on a cluster of 2 separate species, C5H7F4N2 in total at a distorted geometry.

Geometry as ORCA input:
```
! wB97M-V def2-TZVPD RIJCOSX def2/J DEFGRID3
* xyz 1 1
C 1.678 -1.438 -0.619
C 0.734 -0.327 1.149
C -0.245 -0.554 0.036
C -0.724 2.731 -0.645
C -1.727 -0.500 0.142
N 1.930 -0.909 0.574
N 0.410 -1.253 -0.944
F 0.260 2.696 0.219
F -2.280 0.219 -0.854
F -2.288 -1.721 0.069
F -2.094 0.057 1.292
H 2.403 -1.930 -1.241
H 0.882 0.739 1.387
H 0.446 -0.818 2.094
H -1.689 3.006 -0.263
H -0.459 2.561 -1.679
H 2.799 -0.980 1.077
H -0.035 -1.578 -1.794
*
```

The value obtained for the energy above the lowest of the compared OMol25 structures with the same formula, charge and spin is 1.155 eV. As for the calculated total energy: -703.3419 Eh. The value obtained for the frontier orbital gap (alpha / beta) is 6.09 / 8.85 eV.